Entry 1:
Here is a molecular structure, C41H50CdGeN10 at a distorted geometry from the OMol25 dataset. Energies are from ωB97M-V with the def2-TZVPD basis set.

Output
Total charge: +1
2S+1: 2
HOMO level (spin up / spin down) in eV: -9.7 / -9.7
LUMO (spin up / spin down) in eV: -1.866 / -4.798
Relative energy (zero: lowest compared OMol25 entry of this formula, charge and spin) in kJ/mol: 121.8
Calculated total energy in eV: -119301.3499

CARTESIAN COORDINATES (ANGSTROEM)
Cd  -0.62400  -0.10450  0.15580
C  -0.84430  -0.98700  -3.21360
N  0.01900  -0.24590  -2.30390
C  -0.06000  1.18500  -2.62750
C  1.41100  -0.57880  -2.33640
C  2.05490  -0.95630  -3.50400
C  3.43660  -0.97850  -3.59280
C  4.19080  -0.49540  -2.53330
C  3.57660  -0.20140  -1.33770
C  2.18940  -0.38560  -1.15340
N  1.58580  -0.37620  0.06560
C  2.22620  -0.80530  1.18300
C  3.48310  -1.46260  1.17880
C  4.15690  -1.75410  2.34160
C  3.58480  -1.46390  3.56940
C  2.28590  -0.98200  3.60820
C  1.58680  -0.67680  2.45220
N  0.17640  -0.36720  2.51370
C  -0.13500  0.89900  3.17220
C  -0.55630  -1.44820  3.18320
H  -0.58090  -0.82950  -4.26510
H  -0.80570  -2.05260  -2.99100
H  -1.86490  -0.62790  -3.07880
H  0.29870  1.35780  -3.65050
H  -1.09430  1.52280  -2.55310
H  0.56090  1.75720  -1.93650
H  1.48540  -1.20610  -4.38530
H  3.90960  -1.29680  -4.50690
H  5.25360  -0.34910  -2.64510
H  4.14820  0.19980  -0.51330
H  3.91340  -1.77980  0.24230
H  5.13130  -2.21570  2.29490
H  4.11440  -1.67290  4.48480
H  1.81270  -0.85470  4.57020
H  0.13430  0.88550  4.23380
H  0.41010  1.70170  2.68410
H  -1.20890  1.08220  3.09040
H  -0.58290  -1.32420  4.27270
H  -1.58390  -1.45120  2.81190
H  -0.09720  -2.41170  2.96030
N  1.03460  5.50950  -0.73410
N  0.40060  4.55340  -0.02780
N  -0.52680  4.83000  0.84990
C  -0.94260  3.62400  1.20610
N  -0.27650  2.66570  0.56040
N  0.58120  3.27560  -0.21530
H  1.04040  6.40140  -0.25490
H  1.92470  5.20530  -1.10550
H  -1.71870  3.44960  1.91980
C  -0.75110  -3.81650  -0.07230
C  -0.91540  -5.36390  -0.14210
N  0.39800  -5.97020  -0.23220
C  1.09050  -5.51930  -1.42250
C  1.23270  -3.97200  -1.37220
N  0.66550  -3.47110  -0.12710
C  1.37300  -4.09150  0.98580
C  1.17980  -5.63410  0.94050
H  -1.17430  -3.42110  0.85440
H  -1.25890  -3.33720  -0.91200
H  -1.50880  -5.66320  -1.00960
H  -1.40900  -5.74290  0.75530
H  0.52260  -5.84530  -2.29490
H  2.06690  -6.00550  -1.44460
H  0.70780  -3.50460  -2.20460
H  2.27980  -3.67260  -1.42210
H  0.98970  -3.68050  1.91860
H  2.42860  -3.82680  0.91560
H  0.65700  -5.99950  1.82740
H  2.13980  -6.14990  0.87540
C  -4.85740  1.85120  4.06290
C  -4.87660  2.55800  2.87270
C  -4.44850  1.95920  1.69940
C  -3.97770  0.64990  1.68990
C  -3.96780  -0.04250  2.89690
C  -4.41660  0.53880  4.06930
Ge  -3.18430  -0.11370  0.01520
C  -3.98770  -1.89960  -0.40380
C  -4.47180  -2.74280  0.58920
C  -4.88790  -4.02950  0.29490
C  -4.82800  -4.49880  -1.00510
C  -4.38330  -3.65870  -2.01110
C  -3.95160  -2.38100  -1.70880
C  -3.74640  1.17310  -1.40490
C  -4.73300  0.91470  -2.34730
C  -5.09730  1.87330  -3.27930
C  -4.48950  3.11660  -3.27570
C  -3.50810  3.39450  -2.33800
C  -3.13920  2.42580  -1.42280
H  -5.18600  2.31910  4.97860
H  -5.23390  3.57860  2.85600
H  -4.48010  2.52100  0.77450
H  -3.60650  -1.06210  2.93470
H  -4.42550  -0.03270  4.98670
H  -4.54750  -2.37750  1.60390
H  -5.26100  -4.66380  1.08490
H  -5.13290  -5.50760  -1.23670
H  -4.37630  -4.00680  -3.03260
H  -3.59130  -1.74040  -2.50300
H  -5.22980  -0.04520  -2.35010
H  -5.86830  1.65580  -4.00390
H  -4.78240  3.87060  -3.99120
H  -3.03760  4.36790  -2.31490
H  -2.36890  2.64000  -0.69110

Löwdin population analysis, charges in e, atoms 1 to 8: number 1, Cd, carries 1.244; number 2, C, carries -0.078; number 3, N, carries -0.269; number 4, C, carries -0.080; number 5, C, carries -0.211; number 6, C, carries -0.015; number 7, C, carries -0.045; number 8, C, carries -0.059

---

Entry 2:
Here is a molecular structure, C41H50F4MnN10O2 from the OMol25 dataset. Energies are from ωB97M-V with the def2-TZVPD basis set.

Output
Total charge: +4
2S+1: 4
HOMO level (spin up / spin down) in eV: -18.5 / -18.5
LUMO (spin up / spin down) in eV: -13.641 / -14.579
Relative energy (zero: lowest compared OMol25 entry of this formula, charge and spin) in kJ/mol: 10.0
Calculated total energy in eV: -104476.8356

CARTESIAN COORDINATES (ANGSTROEM)
Mn  0.27687  -0.51024  0.89690
C  -2.53284  -0.18098  -5.39739
C  -3.30872  -0.86877  -4.25777
C  -4.68647  -0.21979  -4.12530
C  -3.48620  -2.36141  -4.57989
C  -2.48616  -0.71869  -2.99380
C  -2.88797  0.06019  -1.90446
C  -2.07924  0.16694  -0.79633
N  -0.89356  -0.44897  -0.69495
C  -0.48621  -1.22045  -1.72931
C  -1.25115  -1.36095  -2.86926
C  0.79062  -1.92561  -1.49808
C  1.44297  -2.68518  -2.44607
C  2.62724  -3.36187  -2.13111
C  3.08133  -3.22825  -0.81752
C  2.39526  -2.43890  0.08073
N  1.27476  -1.78670  -0.24614
C  3.33245  -4.23348  -3.15118
C  4.81421  -4.41352  -2.80706
C  2.62720  -5.60402  -3.11572
C  3.21803  -3.63540  -4.55929
H  -3.09367  -0.28420  -6.32587
H  -1.55172  -0.63326  -5.55132
H  -2.40039  0.88450  -5.20200
H  -5.24933  -0.38330  -5.04279
H  -4.61955  0.86062  -3.98214
H  -5.26553  -0.65558  -3.30827
H  -4.12265  -2.46294  -5.45798
H  -3.96604  -2.89410  -3.75727
H  -2.54153  -2.85427  -4.81294
H  -3.83320  0.58188  -1.91484
H  -2.37631  0.77777  0.04677
H  -0.89805  -1.99421  -3.66936
H  1.03860  -2.75500  -3.44425
H  3.98238  -3.72335  -0.48747
H  2.74331  -2.31020  1.09589
H  4.96146  -4.97504  -1.88382
H  5.33190  -3.45538  -2.72755
H  5.29738  -4.98382  -3.59870
H  2.70434  -6.06664  -2.13055
H  3.10234  -6.26815  -3.83765
H  1.57157  -5.51965  -3.38060
H  3.60700  -2.61601  -4.59808
H  2.19410  -3.64010  -4.93569
H  3.80409  -4.23821  -5.25118
C  2.73160  -0.57510  5.84890
N  2.34472  -0.18149  4.49106
C  2.62159  1.19910  4.11920
C  1.80318  -1.03933  3.66469
O  1.49669  -0.81484  2.46556
H  2.12571  -0.03373  6.57361
H  3.78225  -0.33766  6.00629
H  2.58552  -1.64397  5.98195
H  2.10323  1.86948  4.80507
H  2.29102  1.38119  3.10085
H  3.69114  1.39252  4.20373
H  1.65041  -2.03859  4.08231
C  -3.11507  -2.04186  2.23691
C  -1.75428  -2.64458  2.06022
N  -1.57935  -3.89274  2.45272
O  -0.80355  -2.01654  1.53956
H  -3.41905  -2.08294  3.28336
H  -3.84779  -2.61082  1.66266
H  -3.11565  -1.01409  1.88585
H  -2.33804  -4.43706  2.83481
H  -0.69290  -4.35293  2.30688
C  4.58649  0.51784  -0.87556
C  4.09220  1.82295  -0.26411
N  2.85153  2.33100  -0.87445
C  3.01368  3.36071  -1.92771
C  3.18292  2.77028  -3.31935
C  1.66818  1.83437  -0.55467
C  0.43961  2.40894  -1.18508
N  1.52254  0.87500  0.35652
H  5.47727  0.18014  -0.34642
H  4.85553  0.65227  -1.92121
H  3.83359  -0.26998  -0.82176
H  4.84181  2.60107  -0.38559
H  3.94078  1.72835  0.81512
H  3.88843  3.94791  -1.65650
H  2.16705  4.04091  -1.89464
H  4.10460  2.19751  -3.40455
H  3.23155  3.57850  -4.04803
H  2.34735  2.12358  -3.59190
H  0.41725  3.48927  -1.05038
H  -0.44965  1.98888  -0.72864
H  0.41743  2.21038  -2.25715
H  2.40751  0.57547  0.75172
F  -3.16049  3.00031  1.90872
C  -3.43424  3.53566  3.09295
C  -4.39140  4.50268  3.19203
F  -5.01660  4.88501  2.10993
C  -4.71693  5.10379  4.45666
C  -3.99231  4.63519  5.59248
C  -3.02771  3.65612  5.47488
F  -2.39510  3.26548  6.55164
C  -2.70862  3.07202  4.22141
C  -1.70558  2.07821  4.11263
C  -1.28038  1.44327  2.91047
N  -0.78175  0.81687  2.08736
C  -0.93102  1.59643  5.19612
N  -0.21321  1.13116  5.96998
F  -4.22824  5.12776  6.77153
C  -5.69969  6.10628  4.57464
C  -6.03623  6.71871  5.80196
N  -6.35452  7.26188  6.77027
C  -6.44143  6.59047  3.47198
N  -7.08649  7.00803  2.61114

Löwdin population analysis, charges in e, atoms 1 to 8: number 1, Mn, carries 0.766; number 2, C, carries -0.017; number 3, C, carries -0.552; number 4, C, carries -0.047; number 5, C, carries -0.022; number 6, C, carries -0.105; number 7, C, carries 0.047; number 8, C, carries -0.105

---

Entry 3:
Here is a molecular structure, C41H51BInN17OPS2 from the OMol25 dataset. Energies are from ωB97M-V with the def2-TZVPD basis set.

Output
Total charge: +2
2S+1: 2
HOMO level (spin up / spin down) in eV: -10.6 / -12.9
LUMO (spin up / spin down) in eV: -6.272 / -6.269
Relative energy (zero: lowest compared OMol25 entry of this formula, charge and spin) in kJ/mol: 122.0
Calculated total energy in eV: -107525.5209

CARTESIAN COORDINATES (ANGSTROEM)
In  1.31587  0.25641  0.18493
N  -1.44547  -3.93759  -0.88774
C  -0.60562  -2.88502  -0.58800
S  -1.72277  -1.60385  -3.25511
N  -0.22545  -2.60314  0.57344
N  0.51980  -1.60731  1.07582
C  0.43833  -1.52857  2.43952
C  -0.13828  -2.62711  3.23950
C  0.30622  -3.94126  3.08279
C  -0.23707  -4.96346  3.84067
C  -1.24118  -4.69418  4.76270
C  -1.69171  -3.39325  4.92692
C  -1.14196  -2.36788  4.17245
C  0.88654  -0.33573  3.07479
C  1.08021  -0.23714  4.47498
C  1.46047  0.95474  5.02893
C  1.68520  2.07269  4.20736
C  1.55638  1.90704  2.85405
N  1.15964  0.75320  2.29636
H  -2.10620  -3.77243  -1.63572
H  -1.82772  -4.40898  -0.08102
H  1.09520  -4.15553  2.37345
H  0.12832  -5.97419  3.71984
H  -1.66109  -5.49346  5.35747
H  -2.47036  -3.17443  5.64511
H  -1.49857  -1.35398  4.30618
H  0.94150  -1.11188  5.09207
H  1.60719  1.02905  6.09774
H  1.98879  3.02493  4.61537
H  1.77768  2.71473  2.16503
C  0.98171  4.11451  -1.81610
C  0.53165  3.14354  -0.93354
N  1.41680  2.15121  -0.85577
N  2.42818  2.44267  -1.71596
C  2.18641  3.62855  -2.28736
B  3.75453  1.63672  -1.65665
N  3.50490  0.11350  -1.98449
C  4.36359  -0.67771  -2.64368
C  4.07585  -1.99653  -2.34584
C  3.00074  -1.92550  -1.46494
N  2.65206  -0.65905  -1.28129
N  4.25463  1.68572  -0.19351
C  5.26179  2.36643  0.38512
C  5.32815  2.00399  1.71244
C  4.28445  1.09299  1.87379
N  3.63328  0.91266  0.73047
N  4.76488  2.14072  -2.64738
C  6.12619  2.07187  -2.62787
C  6.58113  2.37712  -3.88150
C  5.40981  2.60606  -4.63057
N  4.32679  2.44836  -3.89725
H  0.49911  5.03566  -2.08733
H  -0.38388  3.09432  -0.36832
H  2.87387  4.03607  -3.00728
H  5.13504  -0.26059  -3.26792
H  4.59756  -2.87032  -2.69176
H  2.48165  -2.70994  -0.94038
H  5.85238  3.07195  -0.17072
H  6.02492  2.35097  2.45314
H  3.97837  0.56545  2.76263
H  6.66989  1.78911  -1.74501
H  7.60225  2.43219  -4.21206
H  5.31786  2.87837  -5.66888
O  -0.94557  0.43969  -0.09048
P  -2.38070  0.92600  -0.01092
N  -2.41430  2.38448  0.75556
C  -3.66852  3.17297  0.74562
C  -3.78321  3.73238  2.15868
C  -2.32424  3.92288  2.56469
C  -1.60404  2.72676  1.94023
N  -3.41717  -0.08253  0.76896
C  -3.55078  -0.04798  2.23991
C  -4.27654  -1.34733  2.56869
C  -3.74811  -2.30554  1.50712
C  -3.72863  -1.42994  0.25858
N  -3.03081  1.07770  -1.50210
C  -2.38063  1.94284  -2.50780
C  -3.47314  2.21148  -3.54467
C  -4.76630  2.07542  -2.74420
C  -4.45495  0.89447  -1.83749
H  -4.51993  2.55535  0.45893
H  -3.58208  3.98858  0.02214
H  -4.27399  3.01947  2.82250
H  -4.35270  4.65919  2.18343
H  -2.18108  3.96236  3.64285
H  -1.93950  4.85155  2.13999
H  -1.53439  1.88684  2.63668
H  -0.58882  2.99261  1.65061
H  -4.10904  0.83029  2.56066
H  -2.56766  -0.03396  2.72161
H  -5.35309  -1.21303  2.44992
H  -4.08060  -1.68020  3.58623
H  -4.37494  -3.18804  1.38454
H  -2.73394  -2.61756  1.76630
H  -4.70611  -1.43072  -0.23230
H  -2.99044  -1.73993  -0.47775
H  -1.50819  1.44859  -2.93991
H  -2.05204  2.87600  -2.04587
H  -3.44209  1.45375  -4.32917
H  -3.35596  3.18760  -4.01091
H  -5.63948  1.89905  -3.36900
H  -4.94347  2.97342  -2.14853
H  -4.58105  -0.04328  -2.38824
H  -5.06856  0.84597  -0.94030
S  -0.13008  -2.00048  -2.14713
C  0.51273  -3.50040  -2.97806
N  0.17142  -3.60001  -4.26834
C  0.57746  -4.63739  -5.02182
C  1.33855  -5.61274  -4.42931
C  1.63127  -5.45552  -3.07501
N  1.23124  -4.39795  -2.36589
H  -0.50705  -2.89035  -4.60201
H  0.26930  -4.64615  -6.05733
H  1.67856  -6.47049  -4.98813
H  2.20298  -6.19972  -2.53593

Löwdin population analysis, charges in e, atoms 1 to 8: number 1, In, carries 0.847; number 2, N, carries 0.084; number 3, C, carries -0.605; number 4, S, carries 0.320; number 5, N, carries 0.061; number 6, N, carries -0.035; number 7, C, carries -0.172; number 8, C, carries -0.200